Record 1
2 unconnected molecules or ions with the total composition C24H23O2 in a non-equilibrium geometry. Source: the OMol25 dataset; level of theory: wB97M-V/def2-TZVPD.

XYZ file:
```
49
Properties=species:S:1:pos:R:3:nbo_charge:R:1
C -2.697 -0.197 2.794 -0.63
C -1.340 -0.811 2.526 -0.06
O -0.321 -0.282 3.373 -0.52
C 0.916 -0.832 3.098 0.15
C 2.009 -0.608 3.819 -0.52
H -3.475 -0.644 2.168 0.23
H -2.984 -0.334 3.838 0.22
H -2.682 0.877 2.601 0.21
H -1.369 -1.898 2.687 0.17
H -1.041 -0.644 1.482 0.16
H 0.968 -1.481 2.233 0.17
H 2.955 -1.051 3.574 0.21
H 1.961 0.028 4.680 0.20
C 9.059 2.472 5.986 -0.26
O 7.703 2.771 6.213 -0.44
C 6.872 2.421 5.174 0.41
C 5.499 2.717 5.290 -0.25
C 4.627 2.448 4.277 -0.10
C 5.071 1.847 3.081 -0.19
C 4.240 1.732 1.904 0.33
C 4.561 0.883 0.783 -0.18
C 3.957 1.398 -0.384 0.10
C 4.199 0.797 -1.618 -0.22
C 4.986 -0.335 -1.668 -0.11
C 5.529 -0.881 -0.507 -0.23
C 5.336 -0.283 0.714 -0.12
C 3.150 2.538 0.013 -0.02
C 3.279 2.700 1.415 -0.08
C 2.592 3.746 2.047 -0.13
C 1.808 4.589 1.293 -0.21
C 1.704 4.435 -0.088 -0.12
C 2.369 3.416 -0.735 -0.18
C 6.440 1.509 2.988 -0.03
C 7.317 1.800 3.990 -0.34
H 9.639 2.799 6.849 0.22
H 9.182 1.397 5.857 0.19
H 9.412 2.996 5.097 0.19
H 5.157 3.170 6.203 0.25
H 3.584 2.676 4.395 0.23
H 3.775 1.217 -2.513 0.23
H 5.185 -0.806 -2.618 0.23
H 6.101 -1.790 -0.570 0.23
H 5.744 -0.720 1.608 0.23
H 2.672 3.895 3.106 0.22
H 1.270 5.388 1.774 0.24
H 1.108 5.131 -0.657 0.23
H 2.302 3.297 -1.803 0.23
H 6.808 1.078 2.073 0.22
H 8.362 1.581 3.865 0.24
```

Results
Highest occupied orbital energy, hartree: -0.4101
Net charge: +1
Energy relative to the best compared isomer or geometry (same formula, charge and spin), kcal/mol: 0.0
Orbital gap, eV: 5.45
E_LUMO, eV: -5.71

---

Record 2
A molecular structure, C24H24AsCl5F6N3O4S3V in a non-equilibrium geometry. Source: the OMol25 dataset; level of theory: wB97M-V/def2-TZVPD.

XYZ file:
```
71
Properties=species:S:1:pos:R:3:mulliken_spin:R:1
V 0.527 1.748 1.528 2.96
F 3.723 -0.658 1.490 0.00
C 4.518 0.327 1.889 0.00
F 4.899 0.092 3.144 0.00
F 5.606 0.339 1.112 0.00
S 3.682 1.975 1.812 -0.03
O 2.451 1.796 2.545 -0.01
O 4.654 2.867 2.343 0.00
N 3.465 2.221 0.270 0.01
S 2.312 1.646 -0.629 0.04
O 1.580 0.499 -0.128 -0.03
O 1.572 2.639 -1.359 0.03
C 3.394 0.934 -1.952 0.03
F 4.269 0.057 -1.469 0.00
F 4.058 1.905 -2.579 0.00
F 2.623 0.303 -2.856 0.00
Cl -1.720 1.558 4.537 0.00
C -1.111 3.116 4.051 0.06
C -0.263 3.177 2.964 0.03
C 0.162 4.448 2.643 -0.09
Cl 1.259 4.564 1.257 -0.01
C -0.198 5.616 3.304 -0.02
Cl 0.386 7.160 2.809 0.00
C -1.054 5.499 4.398 0.02
Cl -1.542 6.909 5.267 0.00
C -1.511 4.235 4.775 -0.01
Cl -2.567 4.100 6.139 0.00
C 0.207 -0.209 2.364 -0.03
H 0.655 -0.975 1.717 -0.03
H -0.839 -0.498 2.519 0.01
H 0.709 -0.289 3.335 0.01
C 0.066 1.597 -4.115 0.00
C -1.153 1.481 -3.271 -0.01
C -2.386 1.102 -3.715 0.01
C -3.440 1.068 -2.761 0.00
N -3.284 1.330 -1.486 0.00
C -2.050 1.651 -1.032 0.01
S -1.758 1.926 0.582 -0.02
N -1.023 1.754 -1.951 0.01
C -4.832 0.736 -3.217 0.00
H -0.199 1.595 -5.169 0.00
H 0.723 0.749 -3.904 0.00
H 0.618 2.506 -3.879 0.00
H -2.547 0.861 -4.754 0.00
H -0.128 2.082 -1.596 0.01
H -4.822 -0.084 -3.934 0.00
H -5.270 1.604 -3.713 0.00
H -5.448 0.478 -2.360 0.00
C -1.007 -3.225 -2.765 0.00
As -0.190 -1.813 -1.661 0.01
C -1.666 -1.680 -0.387 0.00
C 1.097 -2.907 -0.629 0.00
C 0.532 -4.095 0.068 0.00
C 0.458 -5.337 -0.557 0.00
C -0.097 -6.428 0.093 0.00
C -0.588 -6.295 1.382 0.00
C -0.513 -5.064 2.018 0.00
C 0.042 -3.974 1.369 0.01
H -1.453 -4.010 -2.156 0.00
H -0.264 -3.665 -3.430 0.00
H -1.781 -2.757 -3.372 0.00
H -2.564 -1.427 -0.954 0.00
H -1.466 -0.893 0.337 0.01
H -1.826 -2.627 0.127 0.00
H 1.540 -2.210 0.084 0.01
H 1.877 -3.185 -1.342 0.00
H 0.846 -5.449 -1.563 0.00
H -0.142 -7.386 -0.410 0.00
H -1.022 -7.147 1.890 0.00
H -0.889 -4.948 3.026 0.00
H 0.103 -3.013 1.867 0.00
```

Results
Highest occupied orbital energy (spin up / spin down), hartree: -0.1616 / -0.1862
Net charge: -1
Energy relative to the best compared isomer or geometry (same formula, charge and spin), kcal/mol: 11.7
Orbital gap (spin up / spin down), eV: 6.57 / 7.23
Spin multiplicity: 4
E_LUMO (spin up / spin down), eV: 2.17 / 2.17

---

Record 3
A molecular structure, C24H24BF2N6O2SY in a non-equilibrium geometry. Source: the OMol25 dataset; level of theory: wB97M-V/def2-TZVPD.

XYZ file:
```
61
Properties=species:S:1:pos:R:3:nbo_charge:R:1
Y -1.005 -0.331 -0.600 1.84
O -2.167 0.974 0.674 -0.85
C -3.060 0.867 1.605 0.50
C -3.526 2.042 2.250 -0.30
C -4.516 2.013 3.198 -0.16
C -5.116 0.802 3.569 -0.29
C -4.658 -0.358 2.999 -0.13
C -3.619 -0.371 2.050 -0.27
C -3.132 -1.658 1.637 0.22
N -2.146 -1.877 0.851 -0.57
C -1.731 -3.239 0.576 -0.24
C -0.212 -3.383 0.783 -0.24
N 0.477 -2.108 0.581 -0.53
C 1.614 -1.995 1.160 0.18
C 2.440 -0.822 1.268 -0.28
C 3.704 -0.972 1.874 -0.14
C 4.518 0.097 2.148 -0.31
C 4.055 1.389 1.848 -0.18
C 2.830 1.578 1.264 -0.27
C 1.970 0.489 0.928 0.42
O 0.859 0.705 0.339 -0.81
H -3.076 2.979 1.946 0.21
H -4.836 2.935 3.669 0.21
H -5.921 0.788 4.291 0.21
H -5.103 -1.303 3.295 0.20
H -3.641 -2.517 2.090 0.16
H -2.256 -3.964 1.206 0.19
H -1.968 -3.460 -0.469 0.22
H -0.018 -3.758 1.792 0.19
H 0.163 -4.125 0.071 0.21
H 2.017 -2.872 1.685 0.15
H 4.037 -1.973 2.134 0.20
H 5.483 -0.045 2.615 0.21
H 4.669 2.246 2.098 0.21
H 2.464 2.572 1.036 0.21
C 3.259 1.079 -2.352 -0.70
C 1.769 0.901 -2.300 0.28
N 1.218 -0.248 -2.259 -0.23
N 2.008 -1.340 -2.193 -0.44
C 1.480 -2.587 -2.265 0.30
N 2.376 -3.576 -2.040 -0.79
S -0.101 -2.900 -2.654 -0.16
C 0.847 2.058 -2.253 0.18
C 1.278 3.376 -2.345 -0.23
C 0.341 4.397 -2.314 -0.15
C -1.001 4.083 -2.203 -0.24
C -1.346 2.744 -2.100 0.10
N -0.455 1.764 -2.117 -0.46
H 3.703 0.379 -3.063 0.23
H 3.688 0.905 -1.361 0.26
H 3.536 2.079 -2.665 0.24
H 2.986 -1.239 -1.960 0.39
H 3.237 -3.400 -1.546 0.39
H 2.004 -4.509 -2.024 0.42
H 2.326 3.618 -2.433 0.22
H 0.667 5.427 -2.379 0.22
H -1.758 4.854 -2.187 0.23
H -2.382 2.443 -1.992 0.22
F -2.645 -0.361 -3.510 -0.53
B -2.661 -0.543 -2.158 0.44
F -3.966 -0.749 -1.793 -0.53
```

Results
Highest occupied orbital energy, hartree: -0.2690
Net charge: 0
Energy relative to the best compared isomer or geometry (same formula, charge and spin), kcal/mol: 79.8
Orbital gap, eV: 6.88
E_LUMO, eV: -0.44